No. 1
Molecular formula: C10H10BrN2O2
Method: DFT, wB97M-V/def2-TZVPD

```
! RIJCOSX wB97M-V def2-TZVPD def2/J DEFGRID3
* xyz 1 1
C 1.90243 1.88448 0.88305
C 0.63325 2.38897 0.62652
C 1.85314 0.53111 1.02924
C -1.54969 -0.42212 0.40988
C -1.47990 0.97733 0.28808
C -0.24946 -0.87707 0.86016
C -2.61876 1.79060 -0.08139
C 1.44931 -3.19846 0.10676
C -2.48312 3.31620 -0.47752
C 0.98878 -4.54608 -0.09987
N -0.18290 1.32068 0.53095
N 0.49181 0.21544 0.85828
O -3.69626 1.19273 -0.10331
O 2.62965 -2.78580 -0.20606
Br -3.04986 -1.46749 0.29401
H 2.70524 2.58677 0.98906
H 0.18970 3.43802 0.55155
H 2.57035 -0.37255 1.27054
H -1.40629 3.39473 -0.71312
H -2.93670 3.90722 0.26408
H -3.06217 3.38492 -1.38188
H 0.08950 -4.45400 -0.56830
H 1.85257 -5.07440 -0.51998
H 0.66871 -5.01902 0.85916
H 3.29494 -3.45167 -0.50174
*
```

Output
energy relative to the best compared isomer or geometry (same formula, charge and spin) = 122.62 kcal/mol
DFT total energy = -3220.5208 a.u.
orbital gap (spin up / spin down) = 5.67 / 6.92 eV
strongest force on any atom = 3.92 eV/A

Results of the Löwdin charge analysis, in e, for atoms 1 through 8:
1 C -0.04
2 C 0.03
3 C 0.04
4 C -0.63
5 C -0.14
6 C 0.05
7 C -0.34
8 C -0.05



No. 2
Molecular formula: C10H10BrN2O2
Method: DFT, wB97M-V/def2-TZVPD

```
! RIJCOSX wB97M-V def2-TZVPD def2/J DEFGRID3
* xyz 1 1
C -0.13841 -1.57029 2.66482
C 0.32703 -2.23031 1.48947
C -0.14292 -0.25552 2.34731
C 1.22123 0.39195 -0.94687
C 1.24898 -1.02763 -0.69925
C 0.67344 0.93683 0.25316
C 1.89198 -2.02499 -1.56484
C -1.01568 2.94150 -0.16436
C 1.32586 -3.39745 -1.44242
C -0.93996 3.51261 -1.53632
N 0.66944 -1.24701 0.52709
N 0.34427 -0.02059 1.07863
O 2.81235 -1.77362 -2.27497
O -1.68046 3.43931 0.78215
Br 1.91780 1.20262 -2.50682
H -0.61841 -1.96554 3.53343
H 0.39197 -3.28920 1.33673
H -0.27284 0.75468 2.76208
H 0.25419 -3.37636 -1.41057
H 1.73213 -3.88640 -0.55658
H 1.67307 -4.16147 -2.27338
H -1.51413 2.79465 -2.07508
H -1.44404 4.53882 -1.48542
H 0.08023 3.46468 -2.01849
H -1.95643 4.30714 0.58197
*
```

Output
energy relative to the best compared isomer or geometry (same formula, charge and spin) = 112.53 kcal/mol
DFT total energy = -3220.5369 a.u.
orbital gap (spin up / spin down) = 6.58 / 6.92 eV
strongest force on any atom = 4.35 eV/A

Results of the Löwdin charge analysis, in e, for atoms 1 through 8:
1 C 0.00
2 C 0.07
3 C 0.00
4 C -0.58
5 C -0.13
6 C -0.01
7 C -0.44
8 C -0.07



No. 3
Molecular formula: C10H10Cl2N2O
Method: DFT, wB97M-V/def2-TZVPD

```
! RIJCOSX wB97M-V def2-TZVPD def2/J DEFGRID3
* xyz 0 1
C -1.55887 -3.59675 -0.95534
C -2.30274 -2.43978 -0.81070
C -0.20610 -3.64585 -0.82038
C -1.55838 -1.21625 -0.72172
C 0.49439 -2.43574 -0.61502
C -0.18295 -1.27391 -0.58889
C 2.55667 2.10811 0.26028
C 1.19531 2.51716 -0.22201
C -0.34281 2.92467 1.65416
C -0.24627 0.83199 0.50860
N 3.01837 1.50140 1.27207
N 0.08709 2.08286 0.64360
O 0.50206 -0.05491 -0.21482
Cl -0.54438 4.65366 1.18609
Cl -1.89958 2.42225 2.20917
H -2.07216 -4.48999 -1.02123
H -3.36428 -2.44978 -1.10708
H 0.27247 -4.57462 -0.84062
H -2.16095 -0.28016 -0.32722
H 1.56184 -2.34435 -0.84469
H 3.38337 2.58052 -0.26688
H 1.00342 3.49021 -0.56601
H 0.95790 1.83534 -1.14509
H 2.45576 1.28599 2.11847
H -1.04920 0.56793 1.21526
*
```

Output
energy relative to the best compared isomer or geometry (same formula, charge and spin) = 119.75 kcal/mol
DFT total energy = -1492.0115 a.u.
orbital gap (spin up / spin down) = 7.55 / 7.55 eV
strongest force on any atom = 3.96 eV/A

Results of the Löwdin charge analysis, in e, for atoms 1 through 8:
1 C -0.11
2 C -0.04
3 C -0.05
4 C -0.01
5 C 0.00
6 C -0.24
7 C -0.22
8 C -0.12